# 1
This record from the OMol25 dataset describes 2 unconnected molecules or ions with the total composition C2H3ClNOP in a non-equilibrium geometry. The level of theory is the ωB97M-V functional and the def2-TZVPD basis.

## Properties
Highest occupied orbital energy = -8.611 eV
LUMO level = -4.13 eV
Calculated total energy = -27466.9453 eV

```
! RIJCOSX wB97M-V def2-TZVPD def2/J DEFGRID3
* xyz 0 1
H -0.0079 -0.5255 2.3752
H 0.9111 0.9619 2.0424
Cl -1.8776 0.5290 -2.0582
C 0.4655 -1.4453 -1.5165
C 0.0034 0.5017 2.3681
O 0.8036 1.1102 -2.6206
H -0.9025 1.0325 2.3246
N 0.5251 -2.5866 -1.3643
P 0.0793 0.4222 -1.5508
*
```

The computed natural (NBO) charges, all in e, follow: atom 1 (H): 0.18, atom 2 (H): 0.19, atom 3 (Cl): -0.27, atom 4 (C): -0.10, atom 5 (C): -0.25, atom 6 (O): -1.01, atom 7 (H): 0.19, atom 8 (N): -0.29, atom 9 (P): 1.36

***

# 2
This record from the OMol25 dataset describes 2 unconnected molecules or ions with the total composition C2H3ClO2 in a non-equilibrium geometry. The level of theory is the ωB97M-V functional and the def2-TZVPD basis.

## Properties
SMILES = C=C=O.OCl
Highest occupied orbital energy = -9.146 eV
LUMO level = -0.55 eV
Calculated total energy = -18736.9477 eV

```
! RIJCOSX wB97M-V def2-TZVPD def2/J DEFGRID3
* xyz 0 1
Cl 1.1080 -0.5602 2.6730
H -1.7132 -0.0276 -1.6941
O 0.3525 0.6805 1.6937
O 0.9066 -1.6641 -1.6662
H 0.4404 1.5043 2.1887
H -0.4013 0.8863 -0.5932
C 0.0736 -0.8875 -1.4209
C -0.7667 0.0682 -1.1810
*
```

The computed natural (NBO) charges, all in e, follow: atom 1 (Cl): 0.21, atom 2 (H): 0.26, atom 3 (O): -0.69, atom 4 (O): -0.46, atom 5 (H): 0.48, atom 6 (H): 0.27, atom 7 (C): 0.72, atom 8 (C): -0.79